[1]
DFT (ωB97M-V/def2-TZVPD) results for C4H8N2S in the gas phase.

Summary:
Relative energy (zero: lowest compared OMol25 entry of this formula, charge and spin) in kJ/mol: 245.4
Kohn-Sham gap in eV: 8.52
LUMO in eV: -0.06
SMILES: C[C@@H](C=S)/N=C/N

Last columns: bonded neighbours and bond lengths (Å).
Positions of all 15 atoms, in Å:
1 C -1.08835 1.48464 -0.57391  C2 1.564, H8 1.093, H9 1.137, H10 1.182
2 C -0.56257 0.65304 0.64124  C1 1.564, C3 1.524, N5 1.469, H11 1.083
3 C -1.32838 -0.66190 0.72402  C2 1.524, S4 1.613, H12 1.104
4 S -2.62576 -1.07710 -0.14000  C3 1.613
5 N 0.89476 0.50402 0.52838  C2 1.469, C6 1.345
6 C 1.19678 -0.64819 -0.09650  N5 1.345, N7 1.340, H13 1.063
7 N 2.48012 -1.00239 -0.24580  C6 1.340, H14 1.135, H15 0.957
8 H -1.21924 0.77709 -1.39726  C1 1.093
9 H -2.17784 1.73877 -0.37260  C1 1.137
10 H -0.30381 2.31218 -0.88494  C1 1.182
11 H -0.82266 1.10492 1.59083  C2 1.083
12 H -0.81610 -1.38015 1.38842  C3 1.104
13 H 0.52519 -1.32191 -0.56990  C6 1.063
14 H 2.73021 -1.85118 -0.95629  N7 1.135
15 H 3.11764 -0.63184 0.36432  N7 0.957



[2]
DFT (ωB97M-V/def2-TZVPD) results for 11 unconnected molecules or ions with the total composition C41H91O20P3.

Summary:
Kohn-Sham gap (spin up / spin down) in eV: 1.43 / 9.63
Charge: -1
LUMO (spin up / spin down) in eV: 2.12 / 2.11
⟨S²⟩: 0.75
Multiplicity: 2

Last columns: bonded neighbours and bond lengths (Å).
Positions of all 155 atoms, in Å:
1 C 8.03295 -1.63021 -3.72157  O2 1.439, H9 1.090, H10 1.090, H11 1.090
2 O 6.96024 -2.57788 -3.57573  C1 1.439, P3 1.642
3 P 5.97595 -2.60131 -2.26166  O2 1.642, O4 1.476, O5 1.597, O7 1.589
4 O 4.86771 -3.57156 -2.35149  P3 1.476
5 O 7.01039 -2.92791 -1.09030  P3 1.597, C6 1.405
6 C 6.61792 -2.92282 0.25835  O5 1.405, H12 1.090, H13 1.090, H14 1.090
7 O 5.59185 -1.08235 -1.99417  P3 1.589, C8 1.430
8 C 4.47985 -0.48792 -2.66819  O7 1.430, H15 1.090, H16 1.090, H17 1.090
9 H 8.87014 -2.23760 -4.06549  C1 1.090
10 H 8.34729 -1.14280 -2.79867  C1 1.090
11 H 7.72170 -0.83794 -4.40240  C1 1.090
12 H 7.48742 -2.65507 0.85868  C6 1.090
13 H 6.15018 -3.88192 0.48066  C6 1.090
14 H 5.88559 -2.12922 0.40665  C6 1.090
15 H 3.73634 -1.22317 -2.97590  C8 1.090
16 H 4.87434 -0.03613 -3.57833  C8 1.090
17 H 4.01983 0.25596 -2.01772  C8 1.090
18 C -1.30034 2.06212 -2.69808  O19 1.432, H26 1.090, H27 1.090, H28 1.090
19 O -0.18598 1.74424 -1.85702  C18 1.432, P20 1.650
20 P -0.22808 0.34535 -0.98345  O19 1.650, O21 1.473, O22 1.697, O24 1.638
21 O -1.54616 -0.30304 -0.87277  P20 1.473
22 O 0.41711 0.81602 0.51356  P20 1.697, C23 1.413
23 C -0.42327 1.46513 1.44557  O22 1.413, H29 1.090, H30 1.090, H31 1.090
24 O 0.99258 -0.48109 -1.69818  P20 1.638, C25 1.408
25 C 1.46471 -1.70987 -1.19985  O24 1.408, H32 1.090, H33 1.090, H34 1.090
26 H -1.80642 3.00548 -2.49296  C18 1.090
27 H -2.03209 1.25574 -2.64916  C18 1.090
28 H -0.95210 2.13219 -3.72857  C18 1.090
29 H -0.02051 1.37473 2.45438  C23 1.090
30 H -1.47094 1.16865 1.39465  C23 1.090
31 H -0.36734 2.53480 1.24359  C23 1.090
32 H 2.53311 -1.75217 -0.98811  C25 1.090
33 H 1.25944 -2.46866 -1.95497  C25 1.090
34 H 0.80016 -1.99977 -0.38597  C25 1.090
35 C 0.93358 2.43426 4.85087  O36 1.402, H43 1.090, H44 1.090, H45 1.090
36 O 0.44415 3.63779 5.37738  C35 1.402, P37 1.631
37 P -1.12633 3.67646 5.81509  O36 1.631, O38 1.494, O39 1.659, O41 1.661
38 O -2.00445 3.45859 4.62641  P37 1.494
39 O -1.25318 5.13499 6.59630  P37 1.659, C40 1.419
40 C -1.79294 6.29679 5.98512  O39 1.419, H46 1.090, H47 1.090, H48 1.090
41 O -1.32476 2.52189 6.99200  P37 1.661, C42 1.468
42 C -2.69716 2.12507 7.33150  O41 1.468, H49 1.090, H50 1.090, H51 1.090
43 H 0.15634 1.69062 4.67483  C35 1.090
44 H 1.57827 1.98963 5.60899  C35 1.090
45 H 1.48967 2.50223 3.91586  C35 1.090
46 H -1.72736 6.25281 4.89799  C40 1.090
47 H -1.20130 7.17542 6.24215  C40 1.090
48 H -2.81233 6.55209 6.27457  C40 1.090
49 H -2.84054 2.25632 8.40403  C42 1.090
50 H -2.85184 1.07803 7.07096  C42 1.090
51 H -3.42072 2.75811 6.81784  C42 1.090
52 C 1.20780 6.87486 1.56383  C53 1.510, C56 1.463, H57 1.090, H58 1.090
53 C 0.74424 6.06837 2.75295  C52 1.510, C54 1.520, H59 1.090, H60 1.090
54 C -0.57904 5.53189 2.23304  C53 1.520, O55 1.375, H61 1.090, H62 1.090
55 O -0.31471 5.27898 0.90727  C54 1.375, C56 1.431
56 C 0.61566 6.23467 0.38916  C52 1.463, O55 1.431, H63 1.090, H64 1.090
57 H 2.29104 6.88712 1.44324  C52 1.090
58 H 0.98233 7.93460 1.68311  C52 1.090
59 H 0.58095 6.60640 3.68674  C53 1.090
60 H 1.41541 5.22037 2.88913  C53 1.090
61 H -1.39126 6.25207 2.33166  C54 1.090
62 H -0.84621 4.60715 2.74449  C54 1.090
63 H 0.04743 6.97760 -0.17055  C56 1.090
64 H 1.48425 5.88437 -0.16844  C56 1.090
65 C -2.93395 -2.51015 -5.17399  C66 1.545, C69 1.554, H70 1.090, H71 1.090
66 C -2.23625 -2.09401 -3.85978  C65 1.545, C67 1.562, H72 1.090, H73 1.090
67 C -2.87532 -3.08706 -2.83685  C66 1.562, O68 1.408, H74 1.090, H75 1.090
68 O -3.05269 -4.28408 -3.55686  C67 1.408, C69 1.395
69 C -3.20467 -4.01930 -4.91845  C65 1.554, O68 1.395, H76 1.090, H77 1.090
70 H -2.32124 -2.33164 -6.05763  C65 1.090
71 H -3.86728 -2.00690 -5.42644  C65 1.090
72 H -2.36195 -1.03924 -3.61531  C66 1.090
73 H -1.17135 -2.32184 -3.90645  C66 1.090
74 H -3.82046 -2.75580 -2.40663  C67 1.090
75 H -2.21160 -3.23786 -1.98547  C67 1.090
76 H -4.24949 -4.27222 -5.09868  C69 1.090
77 H -2.53945 -4.66909 -5.48710  C69 1.090
78 C 0.67996 0.39612 -5.22773  C79 1.564, C82 1.551, H83 1.090, H84 1.090
79 C 1.28320 1.27771 -6.37068  C78 1.564, C80 1.518, H85 1.090, H86 1.090
80 C 2.78438 1.12757 -6.20401  C79 1.518, O81 1.455, H87 1.090, H88 1.090
81 O 2.97890 -0.14983 -5.53527  C80 1.455, C82 1.424
82 C 1.72257 -0.75158 -5.23831  C78 1.551, O81 1.424, H89 1.090, H90 1.090
83 H -0.32389 0.02105 -5.42698  C78 1.090
84 H 0.67867 0.93167 -4.27838  C78 1.090
85 H 0.94523 2.30826 -6.26188  C79 1.090
86 H 0.97921 0.93802 -7.36079  C79 1.090
87 H 3.25469 1.99918 -5.74881  C80 1.090
88 H 3.24967 1.09089 -7.18902  C80 1.090
89 H 1.75533 -1.27775 -4.28428  C82 1.090
90 H 1.49323 -1.48446 -6.01186  C82 1.090
91 C 1.77978 -5.26346 -3.38454  C92 1.522, C95 1.497, H96 1.090, H97 1.090
92 C 0.62262 -5.78432 -2.54354  C91 1.522, C93 1.555, H98 1.090, H99 1.090
93 C 0.83191 -7.32381 -2.60437  C92 1.555, O94 1.443, H100 1.090, H101 1.090
94 O 2.26950 -7.39776 -2.50671  C93 1.443, C95 1.425
95 C 2.87658 -6.21348 -3.01574  C91 1.497, O94 1.425, H102 1.090, H103 1.090
96 H 1.95150 -4.20824 -3.17216  C91 1.090
97 H 1.44622 -5.31359 -4.42103  C91 1.090
98 H -0.38188 -5.50710 -2.86326  C92 1.090
99 H 0.74921 -5.46670 -1.50856  C92 1.090
100 H 0.57196 -7.67865 -3.60168  C93 1.090
101 H 0.32056 -7.98313 -1.90300  C93 1.090
102 H 3.35500 -6.37680 -3.98143  C95 1.090
103 H 3.59562 -5.78193 -2.31942  C95 1.090
104 C 3.23826 -1.33145 2.46402  C105 1.495, C108 1.566, H109 1.090, H110 1.090
105 C 4.15700 -0.35821 1.79762  C104 1.495, C106 1.508, H111 1.090, H112 1.090
106 C 3.72811 0.92249 2.46934  C105 1.508, O107 1.399, H113 1.090, H114 1.090
107 O 3.21706 0.62922 3.73819  C106 1.399, C108 1.389
108 C 2.58880 -0.60820 3.69177  C104 1.566, O107 1.389, H115 1.090, H116 1.090
109 H 3.76012 -2.26233 2.68580  C104 1.090
110 H 2.50338 -1.71264 1.75496  C104 1.090
111 H 3.97884 -0.26146 0.72664  C105 1.090
112 H 5.21904 -0.58858 1.88189  C105 1.090
113 H 2.96120 1.49201 1.94438  C106 1.090
114 H 4.57907 1.58722 2.61803  C106 1.090
115 H 1.51021 -0.51191 3.56730  C108 1.090
116 H 2.69933 -1.22144 4.58610  C108 1.090
117 C -2.03495 -3.70085 1.25639  C118 1.500, C121 1.529, H122 1.090, H123 1.090
118 C -0.87026 -3.78014 2.19785  C117 1.500, C119 1.576, H124 1.090, H125 1.090
119 C -1.51988 -4.13812 3.58783  C118 1.576, O120 1.406, H126 1.090, H127 1.090
120 O -2.88014 -3.86642 3.35750  C119 1.406, C121 1.408
121 C -3.24844 -4.20116 2.04060  C117 1.529, O120 1.408, H128 1.090, H129 1.090
122 H -1.87973 -4.20378 0.30188  C117 1.090
123 H -2.20008 -2.66264 0.96838  C117 1.090
124 H -0.32929 -2.83599 2.13431  C118 1.090
125 H -0.11033 -4.51251 1.92537  C118 1.090
126 H -1.14745 -3.49905 4.38845  C119 1.090
127 H -1.34279 -5.15559 3.93637  C119 1.090
128 H -4.09876 -3.60910 1.70219  C121 1.090
129 H -3.58530 -5.23775 2.05110  C121 1.090
130 C -3.17987 3.19820 0.24109  C131 1.493, C134 1.536, H135 1.090, H136 1.090
131 C -4.14003 2.50191 -0.66524  C130 1.493, C132 1.502, H137 1.090, H138 1.090
132 C -4.58411 3.59166 -1.59795  C131 1.502, O133 1.429, H139 1.090, H140 1.090
133 O -4.51407 4.79447 -0.82974  C132 1.429, C134 1.421
134 C -3.74418 4.62220 0.35271  C130 1.536, O133 1.421, H141 1.090, H142 1.090
135 H -2.24457 3.20258 -0.31863  C130 1.090
136 H -2.99040 2.67246 1.17693  C130 1.090
137 H -4.99782 2.23085 -0.04975  C131 1.090
138 H -3.80168 1.64293 -1.24470  C131 1.090
139 H -5.58037 3.53024 -2.03590  C132 1.090
140 H -3.92631 3.69367 -2.46108  C132 1.090
141 H -4.43016 4.69967 1.19622  C134 1.090
142 H -2.91710 5.30136 0.55958  C134 1.090
143 C -4.07401 -0.46270 2.43972  C144 1.466, C147 1.519, H148 1.090, H149 1.090
144 C -3.99596 0.74684 3.26393  C143 1.466, C145 1.559, H150 1.090, H151 1.090
145 C -5.30216 1.50020 2.86793  C144 1.559, O146 1.467, H152 1.090, H153 1.090
146 O -6.11905 0.50094 2.17152  C145 1.467, C147 1.391
147 C -5.55734 -0.76383 2.31378  C143 1.519, O146 1.391, H154 1.090, H155 1.090
148 H -3.51926 -1.27515 2.90907  C143 1.090
149 H -3.63073 -0.41966 1.44487  C143 1.090
150 H -3.06121 1.29587 3.15022  C144 1.090
151 H -4.06365 0.49697 4.32274  C144 1.090
152 H -5.15100 2.30529 2.14884  C145 1.090
153 H -5.84782 1.80601 3.76059  C145 1.090
154 H -5.73638 -1.36825 1.42456  C147 1.090
155 H -5.95839 -1.31457 3.16463  C147 1.090



[3]
DFT (ωB97M-V/def2-TZVPD) results for 2 unconnected molecules or ions with the total composition C33H44N5.

Summary:
Relative energy (zero: lowest compared OMol25 entry of this formula, charge and spin) in kJ/mol: 204.5
Kohn-Sham gap in eV: 5.77
Charge: +1
LUMO in eV: -3.91

Last columns: bonded neighbours and bond lengths (Å).
Positions of all 82 atoms, in Å:
1 C 2.72378 -2.42250 0.53364  C2 1.508, N6 1.501, H9 1.100, H10 1.098
2 C 4.22068 -2.25003 0.59320  C1 1.508, N3 1.492, H11 1.095, H12 1.097
3 N 4.56927 -0.79913 0.61726  C2 1.492, C4 1.495, C8 1.492
4 C 4.00841 -0.14831 -0.60584  N3 1.495, C5 1.510, H13 1.094, H14 1.098
5 C 2.50667 -0.30520 -0.63771  C4 1.510, N6 1.504, H15 1.099, H16 1.102
6 N 2.04729 -1.08315 0.56515  C1 1.501, C5 1.504, C7 1.498
7 C 2.45839 -0.35712 1.80922  N6 1.498, C8 1.512, H17 1.100, H18 1.101
8 C 3.95985 -0.18139 1.83088  N3 1.492, C7 1.512, H19 1.098, H20 1.097
9 H 2.42283 -2.92239 -0.39885  C1 1.100
10 H 2.35427 -2.99269 1.39638  C1 1.098
11 H 4.61718 -2.70961 1.50458  C2 1.095
12 H 4.68609 -2.70209 -0.29141  C2 1.097
13 H 4.27390 0.91282 -0.56966  C4 1.094
14 H 4.45674 -0.62065 -1.49033  C4 1.098
15 H 1.99885 0.66948 -0.60595  C5 1.099
16 H 2.17606 -0.85109 -1.53615  C5 1.102
17 H 1.94079 0.61362 1.80112  C7 1.100
18 H 2.11466 -0.95126 2.67065  C7 1.101
19 H 4.38695 -0.67189 2.71546  C8 1.098
20 H 4.21923 0.88399 1.83050  C8 1.097
21 C -1.97539 -3.43639 6.57976  N22 1.450, H51 1.098, H52 1.097, H53 1.107
22 N -1.10790 -3.90424 5.51595  C21 1.450, C23 1.448, C24 1.363
23 C -0.36729 -5.11697 5.79415  N22 1.448, H54 1.095, H55 1.103, H56 1.101
24 C -1.01703 -3.23010 4.33456  N22 1.363, C25 1.426, C50 1.420
25 C -0.35613 -3.79369 3.20392  C24 1.426, C26 1.377, H57 1.090
26 C -0.22975 -3.07119 2.03844  C25 1.377, C27 1.423, H58 1.090
27 C -0.67924 -1.72443 1.94856  C26 1.423, C28 1.434, C49 1.422
28 C -0.46135 -0.95039 0.76168  C27 1.434, C29 1.385, H59 1.086
29 C -0.94623 0.33274 0.57317  C28 1.385, C30 1.421, H60 1.087
30 C -1.00169 1.02607 -0.66594  C29 1.421, C31 1.463, C40 1.465
31 C -1.26000 2.46613 -0.66450  C30 1.463, C32 1.423, C39 1.415
32 C -1.12473 3.24028 0.52159  C31 1.423, C33 1.387, H61 1.090
33 C -1.42814 4.59361 0.53961  C32 1.387, C34 1.420, H62 1.093
34 C -1.79875 5.27644 -0.64953  C33 1.420, N35 1.375, C38 1.415
35 N -2.06586 6.62498 -0.64770  C34 1.375, C36 1.453, C37 1.450
36 C -1.68713 7.50021 -1.74408  N35 1.453, H63 1.094, H64 1.097, H65 1.100
37 C -2.83731 7.24962 0.40931  N35 1.450, H66 1.094, H67 1.096, H68 1.099
38 C -1.88702 4.52622 -1.84659  C34 1.415, C39 1.388, H69 1.089
39 C -1.71463 3.14978 -1.81708  C31 1.415, C38 1.388, H70 1.087
40 C -0.80227 0.29706 -1.92120  C30 1.465, C41 1.418, C48 1.418
41 C -1.14844 -1.06965 -2.06985  C40 1.418, C42 1.385, H71 1.091
42 C -0.90975 -1.76387 -3.24448  C41 1.385, C43 1.415, H72 1.092
43 C -0.43660 -1.08194 -4.39094  C42 1.415, N44 1.380, C47 1.414
44 N -0.26582 -1.74368 -5.58985  C43 1.380, C45 1.449, C46 1.450
45 C -0.72043 -1.19107 -6.85038  N44 1.449, H73 1.097, H74 1.100, H75 1.099
46 C 0.53296 -2.94861 -5.69661  N44 1.450, H76 1.095, H77 1.097, H78 1.102
47 C -0.13423 0.29507 -4.28149  C43 1.414, C48 1.386, H79 1.090
48 C -0.25035 0.93852 -3.05954  C40 1.418, C47 1.386, H80 1.090
49 C -1.39768 -1.18907 3.05243  C27 1.422, C50 1.384, H81 1.088
50 C -1.59456 -1.93987 4.19855  C24 1.420, C49 1.384, H82 1.091
51 H -2.85196 -2.91104 6.17778  C21 1.098
52 H -2.33213 -4.29805 7.15750  C21 1.097
53 H -1.44631 -2.74137 7.25977  C21 1.107
54 H 0.31787 -5.38464 4.98310  C23 1.095
55 H 0.23920 -4.99271 6.70742  C23 1.103
56 H -1.07820 -5.94452 5.94594  C23 1.101
57 H 0.02079 -4.81555 3.23967  C25 1.090
58 H 0.18682 -3.55769 1.15624  C26 1.090
59 H 0.02351 -1.47419 -0.05630  C28 1.086
60 H -1.29575 0.86987 1.45166  C29 1.087
61 H -0.78324 2.79030 1.45373  C32 1.090
62 H -1.32438 5.16891 1.46355  C33 1.093
63 H -1.05543 6.96984 -2.46274  C36 1.094
64 H -2.56856 7.89061 -2.26658  C36 1.097
65 H -1.12129 8.36017 -1.35714  C36 1.100
66 H -3.21618 6.48864 1.09774  C37 1.094
67 H -2.22456 7.96962 0.96465  C37 1.096
68 H -3.68992 7.78586 -0.03076  C37 1.099
69 H -2.16054 5.02864 -2.77283  C38 1.089
70 H -1.94851 2.59617 -2.72267  C39 1.087
71 H -1.62698 -1.59848 -1.24420  C41 1.091
72 H -1.15382 -2.82516 -3.32715  C42 1.092
73 H -1.42533 -0.36936 -6.67184  C45 1.097
74 H 0.12458 -0.81741 -7.44689  C45 1.100
75 H -1.22541 -1.97627 -7.43112  C45 1.099
76 H 0.89003 -3.26690 -4.71139  C46 1.095
77 H -0.05255 -3.75678 -6.15269  C46 1.097
78 H 1.40589 -2.75567 -6.34097  C46 1.102
79 H 0.24897 0.83132 -5.14973  C47 1.090
80 H 0.07886 1.97540 -2.99425  C48 1.090
81 H -1.83077 -0.19225 3.00860  C49 1.088
82 H -2.19383 -1.52031 5.00787  C50 1.091